a | Molecular formula: C5H7N3
Method: DFT, the ωB97M-V functional and the def2-TZVPD basis

The geometry in XYZ format:
```
15
Properties=species:S:1:pos:R:3:lowdin_charge:R:1
C -2.3240 0.3131 -0.0310 -0.103
C -1.2087 1.0420 -0.0615 -0.149
N -0.1597 0.3205 0.1530 -0.096
C 1.1828 0.5136 -0.0595 -0.384
C 2.1030 -0.4104 -0.7595 -0.053
C 2.2043 0.0013 0.7260 -0.099
N -0.5802 -0.9506 0.1366 0.020
N -1.8422 -1.0224 0.0155 0.017
H -3.4340 0.4917 -0.1091 0.114
H -1.0524 2.0250 -0.4912 0.128
H 1.2011 1.5345 -0.4766 0.159
H 1.5677 -1.2769 -1.2037 0.109
H 3.0791 -0.0391 -1.2030 0.120
H 1.9575 -0.5950 1.6010 0.120
H 3.0112 0.6694 0.8598 0.096
```

Computed properties:
orbital gap: 10.448 eV
highest occupied orbital energy: -9.5439 eV

=====

b | Molecular formula: C5H7N3
Method: DFT, the ωB97M-V functional and the def2-TZVPD basis

The geometry in XYZ format:
```
15
Properties=species:S:1:pos:R:3:lowdin_charge:R:1
C -1.8016 0.3083 1.6537 -0.144
C -1.7018 -1.1664 1.4478 -0.062
N -1.1772 -1.2011 0.1916 0.096
N -0.7561 0.0402 -0.0238 -0.258
C 0.2193 0.5041 -0.9676 -0.243
C 1.4344 -0.4593 -1.3841 -0.080
C 1.6513 0.9179 -0.5708 -0.096
N -1.2063 0.9522 0.6920 0.074
H -2.0632 0.6159 2.7163 0.108
H -1.9700 -2.0646 1.8910 0.063
H -0.1350 1.0929 -1.9480 0.176
H 1.5744 -1.1935 -0.7237 0.020
H 1.7991 -0.6567 -2.3913 0.088
H 2.1099 1.7917 -1.1222 0.100
H 2.0229 0.5185 0.5391 0.157
```

Computed properties:
orbital gap: 10.451 eV
highest occupied orbital energy: -9.4097 eV

=====

c | Molecular formula: C5H7N3
Method: DFT, the ωB97M-V functional and the def2-TZVPD basis

The geometry in XYZ format:
```
15
Properties=species:S:1:pos:R:3:lowdin_charge:R:1
C 1.1421 -0.1628 1.0705 -0.073
C 1.0496 0.5895 -0.3425 -0.206
C 0.1026 -0.0382 -1.3678 -0.291
C -0.2540 -1.4909 -1.1918 -0.165
C -1.0719 0.8358 0.5842 -0.379
H 1.2740 0.5493 1.8881 0.040
H 1.7000 -1.3627 1.1586 0.166
H -0.1746 -0.3649 1.2475 0.122
H 1.7182 1.3492 -0.8015 0.136
H 0.3565 0.2951 -2.4148 0.162
H -0.6506 1.8293 1.2488 0.200
H -2.3313 -0.5004 -0.0863 0.101
N -0.4354 -2.6434 -1.1318 0.156
N -0.3458 1.0326 -0.6671 -0.051
N -2.0795 0.0825 0.8058 0.082
```

Computed properties:
orbital gap: 10.711 eV
highest occupied orbital energy: -9.9584 eV

=====

Which is most stable, and by how much? a, by 0.726 eV.

=====

a | Molecular formula: C5H7N3
Method: DFT, the ωB97M-V functional and the def2-TZVPD basis

The geometry in XYZ format:
```
15
Properties=species:S:1:pos:R:3:lowdin_charge:R:1
N -2.5779 0.2948 0.6742 -0.088
N -1.5398 -0.8125 0.7527 -0.065
C -0.3925 -0.3779 0.2310 -0.415
C 0.9580 -1.0071 0.6002 -0.024
C 1.9818 -0.6226 -0.1917 -0.154
C 1.8843 0.4388 -1.1355 -0.025
C 0.6815 1.2450 -0.7917 -0.113
N -0.4352 0.7907 -0.2987 0.051
H -2.3108 1.1437 -0.1150 0.131
H -2.3030 1.0668 1.5184 0.132
H -1.7540 -1.8020 0.2054 0.206
H 1.0828 -1.8480 1.3232 0.109
H 2.8751 -1.3919 -0.1191 0.137
H 2.7037 0.7961 -1.6604 0.062
H 0.8983 2.0665 -1.3234 0.055
```

Computed properties:
orbital gap: 8.998 eV
highest occupied orbital energy: -8.3969 eV

=====

b | Molecular formula: C5H7N3
Method: DFT, the ωB97M-V functional and the def2-TZVPD basis

The geometry in XYZ format:
```
15
Properties=species:S:1:pos:R:3:lowdin_charge:R:1
H -1.3847 -3.1081 -1.9805 0.094
N -0.8803 -2.3177 -1.4064 0.055
C -1.6286 -1.4133 -0.8941 -0.399
N -1.3203 -0.2741 -0.3392 0.017
C 0.0324 0.0821 -0.0766 -0.269
C 1.1743 -0.4948 -0.6901 -0.193
N 2.2736 -0.8629 -0.8950 0.170
C 0.2165 1.2193 0.6606 -0.120
C 1.5730 1.5613 1.2748 -0.116
H -2.7512 -1.3382 -1.2079 0.141
H -2.0547 0.2900 0.1935 0.179
H -0.7246 1.7191 1.0331 0.123
H 1.3192 1.6043 2.4005 0.086
H 2.4857 0.7337 1.1803 0.131
H 1.6696 2.5992 0.7469 0.101
```

Computed properties:
orbital gap: 9.080 eV
highest occupied orbital energy: -8.6471 eV

=====

Which is most stable, and by how much? b, by 1.794 eV.

=====

a | Molecular formula: C4H7N2
Method: DFT, the ωB97M-V functional and the def2-TZVPD basis

The geometry in XYZ format:
```
13
Properties=species:S:1:pos:R:3:lowdin_charge:R:1
C -0.9332 0.2310 0.1358 -0.223
C 3.1763 0.2048 0.1496 0.262
C 0.0345 -0.9482 -0.0217 -0.041
C -2.3892 0.4378 -0.0087 0.039
N 0.0397 1.0973 0.1639 0.164
N 0.7765 0.2135 -0.5149 0.123
H 3.3785 1.2582 -0.1502 0.023
H 3.5808 -0.7477 0.4970 0.007
H 0.5201 -1.2743 0.9118 0.140
H -0.1160 -1.7624 -0.7283 0.128
H -2.8254 0.0414 -1.0616 0.183
H -2.4465 1.5460 0.0259 0.119
H -2.7961 -0.2973 0.6015 0.077
```

Computed properties:
spin multiplicity: 3
net charge: +1
orbital gap (spin up / spin down): 7.474 / 9.616 eV
highest occupied orbital energy (spin up / spin down): -13.9607 / -16.5566 eV

=====

b | Molecular formula: C4H7N2
Method: DFT, the ωB97M-V functional and the def2-TZVPD basis

The geometry in XYZ format:
```
13
Properties=species:S:1:pos:R:3:lowdin_charge:R:1
C -0.6784 1.4916 0.2698 0.039
C 1.8699 -0.6131 0.2042 0.040
C -1.1934 -0.8391 0.0336 -0.021
C 0.8386 -0.0383 -0.6961 -0.074
N 1.9997 0.5703 0.1559 0.312
N -0.4197 0.2909 -0.0930 -0.247
H 0.2221 2.1368 0.1996 0.095
H -1.6740 1.7714 0.6899 0.118
H -1.1608 -1.2785 -0.8882 0.085
H 2.2188 -1.5548 0.5758 0.165
H -0.7992 -1.4232 0.9653 0.156
H -2.2663 -0.4931 0.3521 0.156
H 1.0427 -0.0210 -1.7691 0.176
```

Computed properties:
spin multiplicity: 3
net charge: +1
orbital gap (spin up / spin down): 6.912 / 6.092 eV
highest occupied orbital energy (spin up / spin down): -11.4320 / -15.8193 eV

=====

Which is most stable, and by how much? b, by 1.207 eV.

=====

a | Molecular formula: C3HBrOS2
Method: DFT, the ωB97M-V functional and the def2-TZVPD basis

The geometry in XYZ format:
```
8
Properties=species:S:1:pos:R:3:lowdin_charge:R:1
C 2.0096 0.3675 0.1593 -0.386
C -1.3970 0.9798 0.0453 -0.908
C -0.0561 -1.2525 0.0684 -0.914
O 0.4548 -2.2612 0.3763 0.049
S 0.8925 0.1220 -0.9415 0.812
S -1.7087 -0.6829 0.1838 0.810
Br -3.1416 1.7837 0.0569 0.570
H 2.9465 0.9436 0.0515 -0.031
```

Computed properties:
orbital gap (spin up / spin down): 6.435 / 6.436 eV
highest occupied orbital energy (spin up / spin down): -8.0841 / -8.0846 eV

=====

b | Molecular formula: C3HBrOS2
Method: DFT, the ωB97M-V functional and the def2-TZVPD basis

The geometry in XYZ format:
```
8
Properties=species:S:1:pos:R:3:lowdin_charge:R:1
C -0.0847 -0.2612 -0.2910 -0.417
C -1.9266 -0.6076 0.3457 -1.072
C -0.5508 -2.9024 -0.0415 -0.985
O -0.3277 -4.0706 -0.0327 -0.029
S 0.7602 -1.6729 -0.0703 0.928
S -2.2136 -2.2497 0.0436 0.896
Br -3.1833 0.6841 -0.0474 0.668
H 0.3215 0.6876 0.0024 0.010
```

Computed properties:
orbital gap (spin up / spin down): 7.389 / 7.407 eV
highest occupied orbital energy (spin up / spin down): -8.2169 / -8.3378 eV

=====

Which is most stable, and by how much? b, by 2.174 eV.